Molecular formula: C38H31F4N2O10S
Method: DFT, wB97M-V/def2-TZVPD

Output
Net charge: +1
Largest force on an atom in eV/A: 7.214
Energy in hartree: -3125.6411

Cartesian coordinates (Å):
F 2.336 2.530 0.733
C 1.201 3.364 0.543
F -0.051 2.737 0.833
C 1.101 3.967 -0.973
F 2.387 4.331 -1.489
F 0.473 2.946 -1.768
C 0.132 5.259 -0.841
N 0.625 6.418 -0.071
C -0.493 7.317 -0.132
N -1.619 6.806 -0.901
C -1.295 5.466 -1.377
C -2.177 4.438 -2.220
C -2.827 3.249 -1.341
C -3.900 3.796 -0.272
S -5.136 5.007 -0.952
H 1.284 4.253 1.275
H 1.545 6.497 0.387
H -0.518 8.342 0.380
H -2.522 7.267 -1.106
H -2.953 5.060 -2.796
H -1.493 3.950 -2.995
H -3.221 2.413 -2.017
H -1.966 2.782 -0.728
H -3.298 4.353 0.544
H -4.481 2.898 0.128
H -4.844 6.297 -0.515
C 5.459 0.199 0.372
C 5.443 1.395 0.960
C 6.697 2.082 1.336
O 6.682 3.173 1.875
C 7.969 1.391 1.034
C 7.985 0.194 0.445
C 6.731 -0.492 0.069
O 6.743 -1.583 -0.469
H 4.550 -0.319 0.091
H 4.521 1.914 1.188
H 8.877 1.909 1.315
H 8.907 -0.325 0.217
C -2.635 -1.815 -2.100
C -3.529 -2.735 -2.467
C -4.554 -2.443 -3.491
O -5.370 -3.281 -3.825
C -4.550 -1.092 -4.094
C -3.657 -0.173 -3.726
C -2.633 -0.466 -2.702
O -1.814 0.375 -2.365
H -1.882 -2.007 -1.355
H -3.545 -3.728 -2.036
H -5.307 -0.896 -4.843
H -3.641 0.821 -4.157
C -1.420 -0.114 2.441
C -2.179 0.121 1.371
C -3.622 -0.197 1.369
O -4.315 0.017 0.391
C -4.191 -0.785 2.601
C -3.432 -1.021 3.673
C -1.988 -0.702 3.673
O -1.291 -0.913 4.650
H -0.361 0.112 2.459
H -1.778 0.552 0.461
H -5.250 -1.011 2.583
H -3.832 -1.451 4.582
C 1.059 -5.990 -2.547
C -0.113 -5.506 -2.133
C -0.234 -4.125 -1.621
O -1.304 -3.682 -1.241
C 0.992 -3.301 -1.587
C 2.165 -3.784 -2.000
C 2.286 -5.166 -2.512
O 3.354 -5.607 -2.891
H 1.166 -7.000 -2.924
H -1.021 -6.096 -2.152
H 0.885 -2.291 -1.209
H 3.073 -3.194 -1.981
C 1.563 -3.761 4.665
C 0.563 -3.285 3.922
C 0.227 -3.882 2.615
O -0.688 -3.443 1.940
C 1.040 -5.029 2.158
C 2.041 -5.507 2.900
C 2.377 -4.909 4.210
O 3.288 -5.345 4.888
H 1.824 -3.335 5.626
H -0.045 -2.445 4.236
H 0.778 -5.455 1.197
H 2.647 -6.346 2.580

Molecular formula: C17H33Li2O11P
Method: DFT, wB97M-V/def2-TZVPD

Output
Net charge: -2
Largest force on an atom in eV/A: 2.969
Energy in hartree: -1851.8597

Cartesian coordinates (Å):
Li 3.927 0.358 -2.576
Li 2.988 -1.308 -0.211
P 3.904 -2.113 -2.380
O 4.519 -1.051 -1.392
O 3.435 -1.232 -3.607
O 2.635 -2.637 -1.625
O 4.774 -3.252 -2.894
O 0.207 1.504 -0.770
C 1.329 0.664 -0.711
O 1.221 -0.274 0.129
O 2.241 0.892 -1.488
H -0.355 1.051 -0.133
C -2.822 2.792 -3.719
C -3.690 4.047 -3.790
C -4.444 3.971 -2.451
O -3.615 3.247 -1.553
C -2.443 2.753 -2.246
H -1.958 2.832 -4.384
H -3.388 1.918 -4.050
H -4.386 4.090 -4.627
H -3.060 4.940 -3.785
H -5.382 3.414 -2.569
H -4.651 4.965 -2.045
H -2.306 1.733 -1.904
H -1.576 3.383 -2.057
C 4.298 -3.389 3.385
C 3.129 -2.514 3.852
C 2.957 -1.477 2.736
O 3.496 -2.078 1.582
C 4.608 -2.837 1.965
H 4.003 -4.430 3.260
H 5.212 -3.341 3.976
H 3.248 -2.048 4.833
H 2.230 -3.130 3.927
H 3.520 -0.556 2.954
H 1.921 -1.206 2.550
H 5.504 -2.196 1.976
H 4.805 -3.601 1.216
C -2.020 3.274 3.019
C -0.920 2.215 3.154
C -1.298 1.539 4.504
O -2.268 2.381 5.139
C -2.262 3.633 4.462
H -2.910 2.783 2.613
H -1.768 4.092 2.348
H 0.032 2.716 3.325
H -0.911 1.528 2.316
H -0.412 1.490 5.141
H -1.740 0.557 4.347
H -1.444 4.268 4.845
H -3.198 4.131 4.712
C -0.987 -3.915 -2.970
C -1.450 -3.557 -1.546
C -1.156 -2.036 -1.486
O -0.477 -1.698 -2.664
C -0.987 -2.564 -3.648
H -1.556 -4.654 -3.540
H 0.037 -4.279 -2.877
H -0.802 -4.044 -0.819
H -2.494 -3.776 -1.310
H -0.544 -1.763 -0.626
H -2.092 -1.440 -1.431
H -0.365 -2.483 -4.536
H -2.043 -2.280 -3.845

Molecular formula: C3H12O2S2
Method: DFT, wB97M-V/def2-TZVPD

Output
Largest force on an atom in eV/A: 1.498
Energy in hartree: -1068.3389

Cartesian coordinates (Å):
C 0.002 0.130 -2.865
C 0.993 0.493 -1.754
S 0.524 -0.462 -0.239
S 1.899 0.201 1.187
C 1.411 1.939 1.379
H 0.311 -0.786 -3.370
H -1.024 -0.038 -2.502
H 0.008 0.853 -3.681
H 0.972 1.536 -1.438
H 2.017 0.213 -1.959
H 1.255 2.032 2.458
H 0.547 2.359 0.851
H 2.287 2.533 1.139
O -0.994 -1.421 2.376
H -0.608 -1.493 3.255
H -0.154 -1.310 1.905
O -3.407 -1.986 0.943
H -2.770 -1.898 1.662
H -3.270 -2.894 0.654

Molecular formula: C15H36AuBrClN6O2SbSi3
Method: DFT, wB97M-V/def2-TZVPD

Output
Net charge: +2
Largest force on an atom in eV/A: 1.874
Energy in hartree: -5350.1986

Cartesian coordinates (Å):
Au -0.323 0.312 0.632
N 0.520 0.188 2.936
N 1.904 -0.001 2.952
C 2.631 0.029 1.811
N 3.955 -0.109 1.870
N 1.960 0.220 0.693
N 2.503 0.228 -0.517
O 3.570 -0.337 -0.772
O 1.779 0.755 -1.416
H 0.255 1.039 3.429
H 0.043 -0.613 3.345
H 2.392 0.015 3.841
H 4.449 -0.215 2.738
H 4.449 -0.247 0.992
Cl -4.984 -2.966 1.649
C -3.435 -3.016 0.914
C -2.965 -4.170 0.295
C -1.707 -4.142 -0.285
C -0.964 -2.973 -0.216
N -1.412 -1.879 0.388
C -2.618 -1.889 0.932
H -3.568 -5.065 0.273
H -1.320 -5.018 -0.780
H 0.028 -2.901 -0.646
H -2.955 -0.969 1.388
Br -1.790 1.263 -1.067
C 0.770 2.306 -5.959
Si 0.826 2.608 -4.070
C -0.507 3.841 -3.500
C 2.573 3.005 -3.438
Sb 0.257 0.084 -3.126
Si 1.819 -2.050 -4.127
C 3.562 -1.847 -3.417
C 1.681 -1.688 -5.992
C 0.959 -3.661 -3.555
Si -2.793 -0.318 -4.064
C -2.736 -2.079 -3.358
C -2.233 -0.106 -5.865
C -4.139 0.860 -3.477
H 1.049 3.222 -6.469
H -0.218 2.040 -6.320
H 1.465 1.540 -6.289
H -0.322 4.806 -3.966
H -0.481 3.987 -2.424
H -1.516 3.537 -3.761
H 2.954 3.906 -3.909
H 3.280 2.204 -3.634
H 2.556 3.175 -2.366
H 3.916 -0.823 -3.494
H 4.274 -2.486 -3.932
H 3.595 -2.106 -2.362
H 2.125 -0.729 -6.238
H 0.658 -1.690 -6.356
H 2.220 -2.442 -6.557
H 1.232 -3.896 -2.529
H 1.283 -4.498 -4.167
H -0.125 -3.615 -3.611
H -1.975 -2.689 -3.838
H -3.688 -2.582 -3.505
H -2.548 -2.060 -2.287
H -1.315 -0.636 -6.099
H -2.100 0.942 -6.114
H -2.999 -0.486 -6.536
H -4.464 0.615 -2.470
H -5.006 0.822 -4.133
H -3.791 1.889 -3.447

Molecular formula: C2H2N2OS
Method: DFT, wB97M-V/def2-TZVPD

Output
Largest force on an atom in eV/A: 5.958
Energy in hartree: -660.2116

Cartesian coordinates (Å):
C 0.333 0.822 0.247
C -1.731 -0.107 -0.058
N 1.182 0.020 0.103
N 1.655 -1.051 -0.059
O -1.680 -0.403 -1.218
S -2.555 0.038 1.230
H 0.336 1.820 0.438
H 2.459 -1.139 -0.683

Molecular formula: C6H5NOS2
Method: DFT, wB97M-V/def2-TZVPD

Output
Largest force on an atom in eV/A: 2.338
Energy in hartree: -1157.9787

Cartesian coordinates (Å):
C 1.780 -0.684 0.719
C 1.967 0.396 -0.131
C 0.504 -1.070 1.075
C 0.874 1.088 -0.618
C -0.611 -0.413 0.553
C -0.413 0.693 -0.292
N -1.865 -0.821 0.914
O -3.065 -1.498 -1.232
S -1.840 1.560 -0.879
S -3.115 -1.304 0.202
H 2.630 -1.224 1.107
H 2.961 0.694 -0.422
H 0.342 -1.901 1.744
H 1.020 1.940 -1.266
H -1.167 2.544 -1.476

Molecular formula: N2O2S
Method: DFT, wB97M-V/def2-TZVPD

Output
Largest force on an atom in eV/A: 3.100
Energy in hartree: -658.0511

Cartesian coordinates (Å):
N 1.281 0.302 -1.815
N 0.331 0.182 -1.284
O -0.707 0.163 -0.780
O 0.259 -0.521 1.911
S -1.164 -0.127 1.968

Molecular formula: C18H17BrN4S
Method: DFT, wB97M-V/def2-TZVPD

Output
Largest force on an atom in eV/A: 2.035
Energy in hartree: -3887.2916

Cartesian coordinates (Å):
C 3.118 -3.639 2.034
C 2.413 -2.498 1.339
C 0.876 -2.588 1.412
C 0.260 -1.487 0.505
S 0.323 0.214 0.971
C -0.596 0.535 -0.507
N -0.938 1.824 -0.930
N -0.529 2.789 -0.252
C -0.930 4.112 -0.778
C -0.797 5.212 0.236
C -1.331 5.012 1.551
C -1.184 6.037 2.509
C -0.593 7.233 2.060
C -0.047 7.349 0.802
N -0.136 6.334 -0.100
N -0.953 -0.508 -1.200
C -0.436 -1.670 -0.659
C -0.624 -2.941 -1.394
C -1.847 -3.185 -2.015
C -2.023 -4.311 -2.855
C -0.971 -5.192 -3.091
Br -1.305 -6.571 -4.340
C 0.242 -4.955 -2.481
C 0.429 -3.816 -1.684
H 2.883 -4.627 1.640
H 2.825 -3.626 3.100
H 4.173 -3.474 1.910
H 2.739 -2.473 0.295
H 2.739 -1.565 1.828
H 0.530 -3.574 1.121
H 0.542 -2.406 2.440
H -0.379 4.378 -1.703
H -1.943 4.091 -1.120
H -1.848 4.067 1.721
H -1.544 5.936 3.525
H -0.489 8.092 2.702
H 0.432 8.285 0.507
H -2.682 -2.538 -1.796
H -2.950 -4.519 -3.354
H 1.098 -5.642 -2.682
H 1.453 -3.694 -1.264

Molecular formula: C4H8O2
Method: DFT, wB97M-V/def2-TZVPD

Output
Largest force on an atom in eV/A: 2.132
Energy in hartree: -307.6226

Cartesian coordinates (Å):
C -0.636 1.225 1.958
C -0.185 0.011 1.668
C 0.714 -0.207 0.523
C 0.648 -1.304 -0.238
O 1.349 -1.401 -1.407
H -1.150 1.349 2.909
H -0.299 2.134 1.489
H -0.440 -0.799 2.340
H 1.512 0.507 0.384
H -0.100 -2.081 -0.243
H 2.248 -1.016 -1.454
O -0.902 0.753 -2.639
H -1.371 0.356 -1.873
H -1.387 0.474 -3.417

Molecular formula: C33H84FN5O2P2
Method: DFT, wB97M-V/def2-TZVPD

Output
Largest force on an atom in eV/A: 0.371
Energy in hartree: -2514.5140

Cartesian coordinates (Å):
C 1.677 -2.515 -2.389
C 1.702 -1.286 -3.290
C 0.322 -0.799 -3.684
F 0.450 0.135 -4.728
P -0.656 0.033 -2.338
P -2.298 -1.351 -1.792
O -3.442 -0.820 -2.847
O -1.896 -2.808 -2.435
H 2.690 -2.811 -2.118
H 1.120 -2.341 -1.466
H 1.213 -3.363 -2.899
H 2.214 -1.550 -4.221
H 2.262 -0.467 -2.828
H -0.246 -1.641 -4.102
H 0.150 -0.337 -1.241
H -3.475 -1.239 -3.715
H -1.773 -2.855 -3.392
C 1.374 3.121 -1.357
C 1.644 2.423 -0.034
N 3.036 2.494 0.381
C 3.365 1.567 1.451
C 2.671 1.749 2.806
C 3.570 3.843 0.511
C 2.789 4.806 1.411
H 2.046 2.749 -2.133
H 0.349 2.923 -1.670
H 1.496 4.203 -1.292
H 1.403 1.361 -0.136
H 0.947 2.817 0.723
H 4.449 1.603 1.594
H 3.137 0.562 1.080
H 3.035 2.625 3.341
H 2.859 0.877 3.435
H 1.589 1.846 2.693
H 3.632 4.279 -0.489
H 4.600 3.751 0.864
H 1.723 4.764 1.184
H 3.120 5.834 1.253
H 2.909 4.579 2.470
C -6.174 -0.217 4.608
C -4.918 -0.034 3.771
N -5.124 -0.344 2.368
C -3.892 -0.497 1.615
C -2.980 0.726 1.458
C -6.190 0.393 1.707
C -6.125 1.925 1.743
H -6.597 -1.211 4.449
H -5.935 -0.107 5.666
H -6.940 0.522 4.368
H -4.144 -0.718 4.131
H -4.526 0.983 3.938
H -4.151 -0.878 0.625
H -3.317 -1.292 2.101
H -3.389 1.463 0.767
H -2.011 0.410 1.065
H -2.799 1.219 2.415
H -7.140 0.079 2.145
H -6.212 0.053 0.668
H -5.938 2.292 2.754
H -7.080 2.341 1.415
H -5.348 2.325 1.093
C 5.410 -1.344 -4.771
C 6.081 -2.707 -4.724
N 5.160 -3.790 -5.025
C 5.669 -5.106 -4.678
C 6.899 -5.625 -5.431
C 4.458 -3.687 -6.296
C 5.302 -3.546 -7.569
H 4.513 -1.343 -4.150
H 6.084 -0.575 -4.393
H 5.122 -1.058 -5.783
H 6.454 -2.889 -3.712
H 6.968 -2.692 -5.378
H 4.848 -5.818 -4.799
H 5.902 -5.083 -3.608
H 6.669 -5.889 -6.462
H 7.280 -6.521 -4.938
H 7.704 -4.888 -5.441
H 3.782 -2.830 -6.239
H 3.818 -4.569 -6.377
H 6.064 -2.774 -7.457
H 4.662 -3.255 -8.404
H 5.803 -4.473 -7.842
C -1.244 -7.905 2.180
C -2.296 -6.832 1.946
N -1.792 -5.491 2.182
C -2.840 -4.488 2.283
C -3.704 -4.217 1.046
C -0.611 -5.121 1.413
C -0.696 -5.225 -0.114
H -0.792 -7.788 3.166
H -1.702 -8.893 2.124
H -0.449 -7.870 1.434
H -3.124 -6.983 2.644
H -2.720 -6.965 0.937
H -2.369 -3.554 2.605
H -3.496 -4.800 3.101
H -3.158 -3.681 0.270
H -4.562 -3.602 1.326
H -4.087 -5.144 0.616
H 0.226 -5.732 1.760
H -0.365 -4.092 1.692
H -1.093 -6.191 -0.432
H 0.302 -5.121 -0.547
H -1.321 -4.446 -0.543
C -0.891 4.707 2.703
C -1.660 5.828 3.383
N -0.807 6.940 3.765
C -1.444 7.883 4.667
C -2.646 8.678 4.147
C 0.000 7.512 2.697
C -0.725 8.005 1.439
H -0.034 4.408 3.310
H -1.537 3.839 2.561
H -0.526 5.004 1.719
H -2.113 5.450 4.304
H -2.498 6.126 2.731
H -0.673 8.580 5.009
H -1.759 7.316 5.549
H -2.355 9.434 3.418
H -3.135 9.192 4.977
H -3.387 8.027 3.681
H 0.738 6.765 2.397
H 0.570 8.334 3.138
H -1.428 7.258 1.066
H 0.002 8.193 0.647
H -1.278 8.928 1.609

Molecular formula: C3H4NO2
Method: DFT, wB97M-V/def2-TZVPD

Output
Net charge: +1
Largest force on an atom in eV/A: 4.526
Energy in hartree: -321.4920

Cartesian coordinates (Å):
C 3.566 -0.048 -0.051
C 0.039 -0.733 -0.001
C -0.108 0.770 0.193
N 1.053 0.077 0.566
O 4.677 0.027 0.098
O 2.408 -0.002 -0.322
H -0.026 -1.157 -0.934
H -0.351 -1.393 0.642
H -0.291 1.451 -0.766
H -0.611 1.393 0.957

> Among the records above, which one has the highest energy?

C4H8O2

> Which of these has the highest largest force on an atom?

C38H31F4N2O10S

> The lowest largest force on an atom belongs to which entry?

C33H84FN5O2P2